Formula: C48H135O37P7
Source: the Open Molecules 2025 dataset
Level of theory: wB97M-V/def2-TZVPD

CARTESIAN COORDINATES (ANGSTROEM)
C 3.330 5.287 -0.464
O 2.204 5.644 0.293
P 0.960 6.312 -0.411
O 1.287 7.555 -1.127
O 0.278 5.184 -1.343
C 0.098 3.939 -0.763
O -0.056 6.494 0.791
C -0.213 7.665 1.548
H 3.137 5.510 -1.514
H 3.541 4.229 -0.362
H 4.188 5.869 -0.135
H 0.148 3.938 0.333
H 0.859 3.270 -1.145
H -0.895 3.587 -1.037
H 0.412 8.490 1.183
H 0.040 7.374 2.575
H -1.270 7.907 1.510
C -0.732 5.128 -4.586
O -2.076 4.806 -4.694
P -2.686 3.473 -4.166
O -1.978 2.264 -4.634
O -4.229 3.608 -4.614
C -4.756 2.669 -5.431
O -2.692 3.593 -2.612
C -3.221 4.664 -1.896
H -0.321 5.177 -5.579
H -0.166 4.423 -3.974
H -0.661 6.120 -4.143
H -4.453 1.668 -5.136
H -4.525 2.841 -6.487
H -5.826 2.784 -5.303
H -3.870 5.253 -2.548
H -2.339 5.267 -1.607
H -3.798 4.286 -1.035
C 3.505 2.434 2.085
O 4.842 2.054 1.853
P 5.945 3.158 2.165
O 5.878 4.479 1.548
O 7.217 2.282 1.778
C 8.447 2.901 1.642
O 6.026 3.306 3.747
C 6.438 2.225 4.561
H 3.100 2.823 1.147
H 3.417 3.220 2.838
H 2.943 1.549 2.368
H 8.350 3.982 1.737
H 8.744 2.708 0.605
H 9.199 2.525 2.342
H 7.036 1.487 4.015
H 5.592 1.728 5.030
H 7.015 2.735 5.333
C 0.397 -4.949 -2.052
O 0.136 -6.315 -2.067
P -1.320 -6.762 -2.495
O -1.476 -8.231 -2.362
O -2.425 -5.910 -1.709
C -2.779 -6.219 -0.431
O -1.365 -6.251 -3.966
C -2.361 -6.737 -4.860
H 1.429 -4.855 -2.400
H 0.348 -4.624 -1.016
H -0.306 -4.346 -2.658
H -2.086 -6.940 0.026
H -3.812 -6.609 -0.435
H -2.823 -5.288 0.153
H -1.905 -7.275 -5.692
H -2.850 -5.845 -5.256
H -3.101 -7.335 -4.314
C -5.013 0.072 5.591
O -3.857 0.814 5.298
P -2.967 1.398 6.533
O -1.887 2.232 6.005
O -4.030 2.065 7.522
C -4.699 3.185 6.997
O -2.599 0.146 7.425
C -1.733 -0.795 6.837
H -5.209 -0.178 6.630
H -4.781 -0.856 5.057
H -5.903 0.471 5.116
H -5.575 2.838 6.436
H -3.997 3.733 6.341
H -4.979 3.864 7.810
H -0.976 -0.257 6.247
H -2.299 -1.445 6.173
H -1.212 -1.358 7.620
C 4.165 1.068 -1.594
O 4.979 1.123 -2.737
P 5.176 2.469 -3.528
O 4.074 3.425 -3.395
O 6.559 3.102 -3.059
C 6.691 3.771 -1.857
O 5.524 1.959 -4.998
C 5.424 2.844 -6.043
H 3.613 0.126 -1.547
H 3.444 1.896 -1.646
H 4.810 1.233 -0.726
H 5.759 4.237 -1.554
H 7.445 4.545 -2.003
H 7.021 3.082 -1.058
H 4.723 2.495 -6.807
H 6.403 2.919 -6.520
H 5.078 3.817 -5.690
C -1.272 -0.087 2.833
O -0.983 -0.774 1.684
P -0.035 -0.046 0.610
O 1.272 0.468 1.038
O 0.028 -1.204 -0.483
C 0.743 -0.999 -1.627
O -0.848 1.162 -0.043
C -2.056 0.867 -0.630
H -2.367 -0.063 2.809
H -0.932 0.952 2.873
H -0.921 -0.625 3.714
H 0.776 0.048 -1.952
H 0.343 -1.576 -2.457
H 1.767 -1.298 -1.432
H -2.915 1.320 -0.143
H -2.207 -0.207 -0.706
H -2.009 1.218 -1.655
C 0.577 -5.382 3.089
C 1.409 -4.524 2.176
C 0.721 -3.170 1.939
O 2.726 -4.430 2.696
H -0.426 -5.544 2.676
H 0.494 -4.953 4.094
H 1.024 -6.366 3.196
H 1.481 -5.029 1.197
H 1.221 -2.553 1.196
H 0.633 -2.590 2.864
H -0.294 -3.369 1.544
H 3.285 -4.236 1.919
C 4.356 -1.404 1.312
C 4.743 -2.406 0.243
C 6.098 -3.062 0.445
O 3.681 -3.398 0.250
H 3.403 -0.887 1.157
H 5.112 -0.614 1.321
H 4.346 -1.873 2.299
H 4.763 -1.980 -0.776
H 6.863 -2.309 0.277
H 6.332 -3.917 -0.216
H 6.143 -3.378 1.496
H 4.045 -4.091 -0.317
C -4.049 -2.193 0.962
C -5.280 -2.411 1.904
C -6.464 -1.622 1.458
O -5.688 -3.746 1.937
H -3.776 -1.126 1.001
H -4.229 -2.441 -0.087
H -3.148 -2.714 1.306
H -4.971 -2.102 2.929
H -7.316 -1.839 2.103
H -6.719 -1.904 0.435
H -6.267 -0.547 1.468
H -4.935 -4.258 2.294
C -2.693 -3.796 4.271
C -3.063 -5.254 4.179
C -3.972 -5.680 5.311
O -3.678 -5.380 2.899
H -3.654 -3.250 4.257
H -2.100 -3.435 3.428
H -2.183 -3.526 5.200
H -2.186 -5.902 4.164
H -4.830 -5.007 5.286
H -3.478 -5.600 6.284
H -4.324 -6.700 5.160
H -4.008 -6.293 2.858
C 1.099 -3.430 -5.433
C 1.381 -3.234 -6.926
C 0.462 -2.128 -7.501
O 2.725 -2.885 -7.011
H 1.751 -4.235 -5.062
H 0.064 -3.787 -5.268
H 1.260 -2.526 -4.838
H 1.242 -4.163 -7.509
H 0.721 -1.948 -8.555
H 0.597 -1.187 -6.965
H -0.591 -2.422 -7.503
H 2.913 -2.987 -7.945
C -5.301 1.577 2.067
C -4.907 3.044 2.421
C -3.448 3.286 2.117
O -5.650 4.003 1.702
H -4.683 0.912 2.693
H -5.093 1.336 1.021
H -6.352 1.338 2.265
H -5.039 3.214 3.498
H -3.150 4.285 2.454
H -3.302 3.258 1.029
H -2.814 2.515 2.574
H -6.501 4.156 2.119
C 2.450 0.208 -4.744
C 1.398 1.302 -4.587
C 1.376 2.190 -5.788
O 0.174 0.555 -4.379
H 2.219 -0.445 -5.594
H 2.513 -0.406 -3.843
H 3.430 0.649 -4.898
H 1.673 1.911 -3.710
H 1.265 1.592 -6.691
H 2.299 2.769 -5.864
H 0.534 2.885 -5.755
H -0.582 1.172 -4.431
C -3.341 -2.448 -3.553
C -2.587 -1.249 -4.140
C -2.738 -1.166 -5.648
O -3.090 -0.052 -3.524
H -2.883 -3.341 -3.984
H -4.406 -2.448 -3.831
H -3.315 -2.501 -2.443
H -1.501 -1.288 -3.949
H -2.398 -2.124 -6.099
H -2.114 -0.387 -6.075
H -3.760 -0.977 -5.981
H -2.643 0.684 -3.956
C 1.992 -0.389 4.591
C 2.435 0.778 5.411
C 1.277 1.346 6.247
O 3.413 0.180 6.266
H 1.387 -0.164 3.710
H 1.424 -1.091 5.219
H 2.887 -0.921 4.285
H 2.906 1.529 4.752
H 0.458 1.716 5.639
H 1.601 2.231 6.822
H 0.882 0.573 6.909
H 3.584 0.741 7.030

Summary:
* gap between HOMO and LUMO: 0.340 Ha
* LUMO level: -0.26 eV

Löwdin population analysis, charges in e, atoms 1 to 2: number 1, C, carries -0.111; number 2, O, carries -0.204